No. 1
14
Properties=species:S:1:pos:R:3:forces:R:3:lowdin_charge:R:1 method="wB97M-V/def2-TZVPD" lumo_ev=0.19 de_lowest_kcal_mol=76.3 energy_ha=-735.02416 mol_weight_g_mol=130.18 homo_lumo_gap_ev=8.63
S 3.415666 -0.124539 0.323175 -0.3 -0.1 -0.1 0.61
C 1.980360 -0.739051 -0.136415 0.6 0.2 0.2 -0.71
N 0.703434 1.225183 0.052498 -0.3 0.1 0.0 0.02
H -0.177930 -1.382054 -1.682292 -0.1 -0.2 -0.2 0.12
H -0.367080 2.893782 -0.029979 0.0 0.5 0.1 0.07
N -1.455806 -1.005438 -0.145533 0.7 -0.1 -0.7 -0.03
N 0.772388 -0.127170 -0.240172 -0.2 0.3 0.0 -0.21
N -1.657635 -0.363893 1.023054 -1.2 -0.5 0.4 0.01
C -0.333105 -0.874283 -0.749455 -0.7 0.1 0.7 -0.18
C -0.344499 1.858876 -0.293418 0.4 -0.6 0.0 -0.02
H -0.836975 -0.188824 1.571530 0.5 0.2 0.4 0.08
H -2.410314 -0.830113 1.550567 0.7 0.5 -0.5 0.11
H -1.185403 1.434842 -0.831152 -0.1 -0.1 0.0 0.07
H 1.896903 -1.777316 -0.412411 0.0 -0.4 -0.1 0.05

No. 2
14
Properties=species:S:1:pos:R:3:forces:R:3:lowdin_charge:R:1 method="wB97M-V/def2-TZVPD" lumo_ev=0.79 de_lowest_kcal_mol=78.1 energy_ha=-735.02129 mol_weight_g_mol=130.18 homo_lumo_gap_ev=8.56
H 1.079314 -1.290283 1.819878 -1.3 0.2 -0.6 0.14
H 1.546299 -0.780685 -1.283060 -0.3 -1.1 -1.5 0.09
N 0.275748 -0.249205 0.142791 -2.3 0.4 -1.1 -0.16
H -1.581146 -1.180623 2.734013 0.3 -0.2 -0.2 0.05
N 1.472410 -0.172665 -0.525962 0.5 1.0 1.5 -0.10
S -2.167384 0.106299 0.813237 -1.6 0.2 -0.4 0.98
C 0.140097 -0.943063 1.317017 -1.6 0.5 0.9 -0.16
C -1.180483 -0.929313 1.760949 2.6 -0.1 0.5 -0.45
C -1.099084 0.191508 -0.520526 3.5 -1.9 2.7 -0.67
H 2.128989 1.671528 -0.208654 0.0 -0.3 -0.1 0.08
N -1.125853 0.426417 -1.730363 -0.7 0.3 -2.1 0.09
H 0.834249 1.516367 -1.158086 -0.9 0.9 -0.7 0.02
H -2.052717 0.498336 -2.182196 0.7 0.3 0.7 0.08
N 1.729560 1.135383 -0.979037 1.0 0.0 0.5 0.02

No. 3
15
Properties=species:S:1:pos:R:3:forces:R:3:lowdin_charge:R:1 method="wB97M-V/def2-TZVPD" lumo_ev=-0.75 de_lowest_kcal_mol=165.1 energy_ha=-446.26669 mol_weight_g_mol=126.12 homo_lumo_gap_ev=8.25
C 2.257614 0.020933 -0.185745 -0.5 2.5 2.0 -0.43
N -1.714756 1.370280 -0.424668 0.8 -1.0 0.3 0.13
H -2.566284 -0.805081 1.533535 0.9 -0.3 -4.4 0.18
H -0.993935 2.104260 -0.623577 -0.4 -1.3 0.3 0.06
H -3.167601 -0.212524 -0.500122 1.6 -3.0 2.6 0.16
C -2.288530 -0.858653 0.218880 -3.1 1.1 0.8 -0.07
C -1.313182 0.164542 -0.134716 -0.2 3.8 -0.4 -0.51
H 4.064596 -0.065549 0.289718 -1.2 1.9 -0.6 0.08
N 1.875034 -1.350001 -0.344071 -3.3 2.3 -1.0 0.09
H 0.956876 1.420162 0.746470 0.4 -1.2 -2.4 0.20
N 3.313979 0.713180 0.137505 0.1 -4.2 -0.5 0.08
H -1.968023 -1.883424 -0.131390 -0.8 1.1 0.6 0.06
N 0.042879 -0.109070 -0.034965 -0.5 -4.3 -1.3 -0.19
N 0.533410 -1.292938 -0.403143 2.1 -1.5 1.6 0.09
N 0.967925 0.783888 -0.143710 4.2 4.1 2.5 0.07

No. 4
12
Properties=species:S:1:pos:R:3:forces:R:3:lowdin_charge:R:1 method="wB97M-V/def2-TZVPD" lumo_ev=3.96 de_lowest_kcal_mol=26.3 smiles="CCNC(=O)[O-]" energy_ha=-323.17634 mol_weight_g_mol=88.09 charge=-1 homo_lumo_gap_ev=7.74
H 0.203756 -1.158457 1.087980 0.4 -1.0 -1.6 0.12
H 1.357155 -1.712801 -0.381362 -1.6 2.2 0.7 0.12
C 0.267020 -1.257656 -0.060586 0.5 -2.7 1.5 -0.33
H -0.218721 -3.438829 -0.439116 0.0 1.0 -0.5 0.05
N -0.269847 0.005304 -0.436920 0.5 -1.8 -0.2 -0.01
H -1.599760 -2.367279 -0.348222 -0.4 0.1 -0.6 0.04
H -0.312426 -0.049037 -1.426456 -0.3 1.7 -0.9 0.09
C -0.588503 -2.417057 -0.746798 0.9 0.1 0.4 -0.15
C 0.055480 1.160683 0.298245 3.0 2.4 1.6 -0.74
H -0.490871 -2.313052 -1.894968 -0.5 -0.2 1.8 0.08
O 0.520351 0.990316 1.513694 -1.8 -0.2 -2.7 -0.16
O 0.047876 2.270497 -0.324265 -0.8 -1.6 0.5 -0.12

No. 5
12
Properties=species:S:1:pos:R:3:forces:R:3:lowdin_charge:R:1 method="wB97M-V/def2-TZVPD" lumo_ev=4.47 de_lowest_kcal_mol=5.6 smiles="C[C@H](N)C(=O)[O-]" energy_ha=-323.20932 mol_weight_g_mol=88.09 charge=-1 homo_lumo_gap_ev=8.21
H -1.443854 1.355549 -0.884665 -0.2 0.2 0.0 0.06
C 0.488291 -0.348139 -0.681288 -1.6 -0.2 0.1 -0.72
C -0.723183 -0.123219 0.387927 1.0 0.2 -0.1 -0.38
N -0.240012 -0.392952 1.748569 0.0 0.4 0.3 -0.01
H 0.524241 -1.052349 1.630946 -0.1 -0.4 -0.2 0.04
H 0.317206 0.417557 2.001263 -0.1 0.3 0.2 0.05
O 1.552976 -0.762033 -0.201588 0.5 -0.2 0.3 -0.08
C -1.169305 1.319228 0.170028 0.2 -0.3 -0.4 -0.11
H -1.996001 1.668151 0.790837 0.0 -0.1 0.2 0.06
H -1.589837 -0.773475 0.238379 0.2 -0.2 -0.5 0.11
O 0.199926 -0.073308 -1.862173 0.0 0.0 -0.1 -0.09
H -0.297228 1.973777 0.257514 -0.1 0.2 0.3 0.07

No. 6
12
Properties=species:S:1:pos:R:3:forces:R:3:lowdin_charge:R:1 method="wB97M-V/def2-TZVPD" lumo_ev=4.10 de_lowest_kcal_mol=9.1 smiles="CCNC(=O)[O-]" energy_ha=-323.20372 mol_weight_g_mol=88.09 charge=-1 homo_lumo_gap_ev=8.00
H 0.809068 0.818503 -1.007739 0.3 0.7 0.4 0.09
C 0.778035 0.073238 -0.225742 0.5 -2.3 -0.3 -0.30
H 0.910132 -1.781075 -1.654120 -0.1 0.9 -0.5 0.04
C 0.280056 -1.269334 -0.917139 0.2 0.1 1.8 -0.11
H -0.774685 -1.146657 -1.174087 0.2 -0.3 -0.3 0.06
N -0.015616 0.461957 0.885997 -0.8 1.4 -0.3 -0.02
O -0.954139 2.322961 -0.143938 0.2 0.0 -0.1 -0.08
H 1.752359 -0.245349 0.194616 0.2 0.7 -0.7 0.09
C -1.031554 1.518753 0.798220 -0.3 -1.0 0.6 -0.80
H 0.398936 -1.976477 -0.086382 -0.7 -0.2 0.0 0.04
H -0.275653 -0.199722 1.602000 0.2 -0.2 -0.3 0.10
O -1.876938 1.423204 1.728314 0.3 0.3 -0.3 -0.12

No. 7
12
Properties=species:S:1:pos:R:3:forces:R:3:lowdin_charge:R:1 method="wB97M-V/def2-TZVPD" spin_multiplicity=2 lumo_ev="0.87 / -1.83" de_lowest_kcal_mol=23.0 energy_ha=-323.05735 mol_weight_g_mol=88.09 homo_lumo_gap_ev="10.84 / 8.09"
O 0.947201 -2.524011 -0.359744 0.1 -0.7 0.3 0.04
H 1.012765 1.640246 -0.396557 -0.6 -0.3 -0.5 0.13
C -0.578648 0.583404 0.652824 0.3 -1.7 -0.4 -0.16
H -1.599394 0.202034 0.431448 0.5 0.6 0.6 0.13
H -0.995121 -2.059865 0.129969 0.0 -0.5 0.0 0.13
H -0.395080 1.060284 -1.470934 0.7 -0.1 0.3 0.16
H -0.414304 1.054543 1.620156 -0.8 0.3 -0.1 0.12
C -0.099470 1.503807 -0.481581 0.2 0.1 -0.1 -0.32
O -0.708231 2.706785 -0.594104 -0.2 0.3 0.3 0.03
N 0.317348 -0.607421 0.700454 0.2 0.4 -0.3 0.00
C 0.087586 -1.852186 0.139983 -0.5 1.9 -0.4 -0.37
H 1.278952 -0.304411 0.603756 0.2 -0.4 0.1 0.12

No. 8
12
Properties=species:S:1:pos:R:3:forces:R:3:lowdin_charge:R:1 method="wB97M-V/def2-TZVPD" lumo_ev=-5.67 de_lowest_kcal_mol=187.5 energy_ha=-322.57999 mol_weight_g_mol=88.09 charge=+1 homo_lumo_gap_ev=10.25
N 0.299697 -0.413839 -0.035536 -0.8 2.6 1.7 0.05
H 0.253726 1.881813 0.023586 0.5 -1.1 0.8 0.15
H -2.405131 0.291663 -0.819362 0.7 -1.0 0.5 0.12
C 0.511889 1.003030 0.691530 -1.0 1.1 0.8 0.14
C 1.435076 0.001958 0.215617 6.3 -1.3 -3.3 0.05
H -1.947462 -0.643141 0.825398 -1.1 0.3 -1.7 0.13
O -0.674003 -0.983398 -0.660984 2.8 -1.1 -2.1 -0.03
H 3.598749 0.429652 -0.517050 -0.4 0.7 0.4 0.07
O 3.068679 -0.378521 -0.462457 -5.3 -0.1 1.9 0.02
H 0.267127 1.114258 1.801899 0.2 -0.5 -1.7 0.15
C -1.996221 -0.634751 -0.324689 -1.7 -2.2 1.5 0.00
H -2.412128 -1.668729 -0.737952 -0.3 2.7 1.1 0.17

No. 9
13
Properties=species:S:1:pos:R:3:forces:R:3:lowdin_charge:R:1 method="wB97M-V/def2-TZVPD" lumo_ev=-4.74 de_lowest_kcal_mol=94.5 energy_ha=-720.92060 mol_weight_g_mol=120.15 charge=+1 homo_lumo_gap_ev=10.07
H 1.418520 -2.435135 1.275491 0.5 -0.3 -2.3 0.19
H 0.157572 -3.183071 0.615927 -1.9 -0.3 -0.7 0.13
C 0.841454 -2.470535 0.241884 2.7 1.5 3.3 -0.22
C 0.463939 -0.132209 -0.415297 0.5 0.1 0.0 -0.11
O 1.534127 -0.750248 -2.232388 1.8 -2.4 -0.4 -0.51
O 1.454495 -2.917791 -0.901459 0.2 -0.8 -1.0 -0.37
S 2.137679 -2.159103 -2.265740 -0.9 2.1 2.7 1.11
N 0.446735 -1.070640 0.253686 -0.6 -1.9 -0.5 0.22
C 0.059267 1.166898 -0.770778 0.0 1.6 -0.6 0.02
H -0.861606 0.967748 -1.423515 1.4 1.1 0.6 0.16
H 0.888053 1.945017 -1.100437 -1.9 -2.0 0.3 0.17
H 3.450616 -2.208324 -1.607526 -1.4 0.7 -0.8 0.06
H -0.252986 1.408472 0.270751 -0.4 0.7 -0.6 0.13

No. 10
13
Properties=species:S:1:pos:R:3:forces:R:3:lowdin_charge:R:1 method="wB97M-V/def2-TZVPD" spin_multiplicity=2 lumo_ev="0.01 / -4.02" de_lowest_kcal_mol=13.6 energy_ha=-398.31095 mol_weight_g_mol=104.08 homo_lumo_gap_ev="8.84 / 4.75"
H -0.947964 0.734177 -0.787158 0.1 0.0 -0.1 0.08
N -0.015047 -0.675855 2.893545 -0.2 -0.2 -0.2 0.10
H 0.253620 -1.669365 2.994216 -0.4 1.2 0.0 0.10
C -0.147048 -0.197627 1.575574 -0.4 -0.2 0.0 -0.76
H 1.055854 -0.506670 -0.661589 -0.6 -0.1 2.4 0.05
H -1.344321 1.228860 -2.589725 0.3 -0.2 0.4 0.10
O 0.476952 -0.871979 0.665798 0.2 0.2 -0.1 -0.10
O -0.871010 0.800044 1.379472 0.5 -0.3 -0.3 -0.05
H 0.841153 0.488527 -3.339619 0.2 0.0 0.1 0.13
H -0.680212 -0.255750 3.562700 0.7 -0.7 -0.8 0.10
O 1.491948 -0.209349 -1.537755 -2.1 1.2 -3.0 0.14
C -0.666082 0.785010 -1.852278 -1.4 0.3 0.6 0.22
C 0.552156 0.349976 -2.303181 3.1 -1.3 1.0 -0.11

No. 11
14
Properties=species:S:1:pos:R:3:forces:R:3:lowdin_charge:R:1 method="wB97M-V/def2-TZVPD" lumo_ev=3.91 de_lowest_kcal_mol=102.5 energy_ha=-796.52234 mol_weight_g_mol=136.15 charge=-1 homo_lumo_gap_ev=7.99
H -1.038450 0.385708 -0.123461 -1.4 0.0 -0.8 0.09
H 0.778885 -1.725261 1.222174 -0.7 -0.1 0.1 0.10
C -0.696158 -2.390842 -0.128776 -0.2 1.4 -0.8 -0.03
O 0.525728 2.395380 1.690338 0.6 0.1 -1.6 -0.57
S 0.821784 2.394553 0.204363 -0.8 0.0 1.9 0.74
H 0.420629 1.475999 -1.839801 0.0 -0.7 0.9 0.06
N 0.998985 0.564554 -0.205848 0.8 2.6 2.8 -0.33
O 1.000452 0.713492 -1.556096 -0.4 -0.9 -3.0 -0.18
C -0.080431 -1.464838 0.580362 1.1 1.0 0.0 -0.15
H -1.258078 -2.076221 -0.988026 -0.8 0.2 -0.1 0.05
H -0.533253 -3.418935 -0.093353 0.5 -1.6 0.4 0.01
O -0.458771 2.615646 -0.568453 0.7 0.4 0.0 -0.56
H -0.280406 0.471284 1.383289 0.2 0.8 1.4 0.06
C -0.200916 0.059481 0.423288 0.4 -3.1 -1.5 -0.29

No. 12
14
Properties=species:S:1:pos:R:3:forces:R:3:lowdin_charge:R:1 method="wB97M-V/def2-TZVPD" lumo_ev="2.70 / 2.70" de_lowest_kcal_mol=101.5 energy_ha=-796.52387 mol_weight_g_mol=136.15 charge=-1 homo_lumo_gap_ev="5.82 / 5.82"
H 0.516018 -3.406179 -1.006147 0.1 0.7 0.5 0.05
C 0.884092 1.097373 0.747439 2.7 -2.3 -0.3 -0.07
H 0.319151 -1.950727 -1.928658 0.3 0.0 -1.2 0.03
N -1.340085 1.732597 0.304729 -2.5 -0.4 -1.9 -0.20
H 1.155365 1.292908 -0.345512 -0.4 0.0 1.6 0.10
H 1.694470 -2.094134 -0.860501 2.4 0.0 -0.3 0.01
C -0.350060 1.657606 1.238257 1.0 0.4 0.4 -0.70
H 0.676204 -0.071048 0.721052 0.1 1.1 -0.4 0.09
O -0.489482 2.106289 2.348235 -0.6 0.2 0.9 0.04
S -2.316743 0.779453 -0.376039 0.8 0.9 0.6 0.96
O 0.006409 -1.565230 -0.044626 -2.0 1.4 2.8 -0.40
H 1.745730 1.231225 1.503823 -1.3 0.2 -1.4 0.10
O -3.159498 1.438904 -1.370343 0.5 -0.3 0.4 -0.53
C 0.658431 -2.249038 -0.931709 -1.0 -1.8 -1.8 -0.50